Record 1
Computed, not measured: the molecule C5H9N3S, with the ωB97M-V functional and the def2-TZVPD basis.

Positions of all 18 atoms, in Å:
C (3.1817, 1.3064, 1.1358)
C (2.0929, 0.2945, 1.2815)
C (0.9901, 0.2453, 0.5072)
C (-0.0603, -0.7636, 0.7430)
N (-1.1499, -0.9317, 0.0796)
N (-1.4556, -0.1494, -0.9863)
C (-2.6070, -0.3402, -1.7119)
N (-3.3648, -1.3647, -1.2919)
S (-2.9603, 0.6026, -3.0388)
H (2.9631, 2.0081, 0.3223)
H (4.1570, 0.8437, 0.9366)
H (3.2774, 1.8774, 2.0792)
H (2.2254, -0.4208, 2.0897)
H (0.8826, 0.9917, -0.2789)
H (0.0380, -1.4405, 1.5921)
H (-0.8826, 0.6372, -1.2645)
H (-3.0869, -1.8567, -0.4517)
H (-4.2407, -1.5390, -1.7430)

Cartesian forces (eV/Å) of the 3 atoms listed first:
C 0.004 0.351 0.147
C -0.510 0.078 -0.547
C 0.454 -0.311 0.769

Results
SMILES   C/C=C/C=N\NC(N)=S
Charge   0
ΔE to the lowest compared entry with this formula, charge and spin   3.5 kcal per mole
Calculated total energy   -758.34578 Ha

***

Record 2
Computed, not measured: the ion C5H9N3S with charge +2 at a distorted geometry, with the ωB97M-V functional and the def2-TZVPD basis.

Positions of all 18 atoms, in Å:
C (1.0739, 1.8334, 0.4133)
C (-0.9101, 0.5634, 0.2080)
C (0.4183, -1.5820, -0.8434)
C (1.0014, -0.6604, 0.2491)
C (-1.0683, -1.6006, -0.6221)
N (0.4369, 0.6088, 0.1682)
N (0.2678, 2.8468, 0.8346)
N (-1.6578, -0.4046, -0.0801)
S (-1.3906, 2.6979, 0.7168)
H (2.1915, 2.0213, 0.4486)
H (0.6608, -1.0778, -1.8518)
H (0.8071, -2.7082, -0.8052)
H (0.6920, -0.9241, 1.2693)
H (2.1905, -0.7476, 0.2212)
H (-1.5584, -1.9846, -1.5498)
H (-1.2934, -2.3583, 0.1605)
H (0.7790, 3.8213, 1.0608)
H (-2.6405, -0.3446, 0.0018)

Cartesian forces (eV/Å) of the 3 atoms listed first:
C -1.583 -1.178 1.129
C -0.746 2.719 0.571
C 0.918 0.030 -0.714

Results
Charge   +2
Multiplicity   3
ΔE to the lowest compared entry with this formula, charge and spin   0.0 kcal per mole
Calculated total energy   -757.54595 Ha

***

Record 3
Computed, not measured: a cluster of 2 separate species, C5H9N4S2 in total at a distorted geometry, with the ωB97M-V functional and the def2-TZVPD basis.

Positions of all 20 atoms, in Å:
C (1.4533, -0.3646, 0.1346)
C (-1.7354, 1.4192, 1.0866)
C (-1.2412, -0.4026, 2.6599)
C (2.1032, 0.2467, -2.2474)
C (0.8372, 0.7522, -2.9484)
N (1.8064, -0.0804, -0.9282)
N (-0.0536, -0.8665, 2.3533)
N (-1.9569, -0.8931, 3.6682)
N (-1.8148, 0.6002, 1.9815)
S (-1.8547, 2.4972, 0.0051)
S (-0.5335, -0.4659, -2.8485)
H (2.4923, -0.6488, -2.7432)
H (2.8718, 1.0259, -2.2569)
H (0.4679, 1.6536, -2.4588)
H (1.0461, 0.9693, -3.9925)
H (0.3389, -1.6025, 2.9234)
H (0.5298, -0.5983, 1.4899)
H (-1.6045, -1.6508, 4.2311)
H (-2.8589, -0.5052, 3.8945)
H (-0.2933, -1.0855, -4.0042)

Cartesian forces (eV/Å) of the 3 atoms listed first:
C 0.369 0.328 -0.865
C -0.161 -0.533 0.461
C 0.249 -0.235 0.114

Results
Charge   +1
ΔE to the lowest compared entry with this formula, charge and spin   12.3 kcal per mole
Calculated total energy   -1211.06418 Ha

***

Record 4
Computed, not measured: the molecule C5H9N5O3 at a distorted geometry, with the ωB97M-V functional and the def2-TZVPD basis.

Positions of all 22 atoms, in Å:
C (-1.9031, 2.0081, 0.5176)
C (-0.9778, 1.6187, -0.6220)
C (-1.7776, 1.8040, -1.9213)
N (-0.6981, 0.1313, -0.4601)
N (0.4463, -0.2585, -0.2076)
C (1.1991, -1.3228, -0.1903)
N (1.5939, -2.1534, -1.1878)
C (1.7179, -1.4406, 1.2157)
N (1.1006, -0.4839, 1.8200)
O (1.0626, -0.3760, 3.0346)
N (2.5036, -2.4943, 1.7300)
O (2.6660, -2.7074, 2.8946)
O (2.8648, -3.2958, 0.8624)
H (-3.0440, 1.7251, 0.3340)
H (-1.9993, 3.0884, 0.5886)
H (-1.5438, 1.6623, 1.4448)
H (-0.1212, 2.1875, -0.5296)
H (-1.1105, 1.9094, -2.7290)
H (-2.4510, 2.5751, -1.8174)
H (-2.5957, 0.9676, -2.0977)
H (2.0828, -2.9584, -0.7423)
H (0.9844, -2.1863, -1.9373)

Cartesian forces (eV/Å) of the 3 atoms listed first:
C -2.858 0.146 -0.859
C -2.691 -2.261 0.132
C -0.574 -3.347 0.608

Results
SMILES   CC(C)/N=N/C(N)=C(\N=O)[N+](=O)[O-]
Charge   0
ΔE to the lowest compared entry with this formula, charge and spin   112.7 kcal per mole
Calculated total energy   -695.11550 Ha

***

Record 5
Computed, not measured: the ion C5H9N6 with charge +1 at a distorted geometry, with the ωB97M-V functional and the def2-TZVPD basis.

Positions of all 20 atoms, in Å:
C (-0.5958, -1.5738, 0.8130)
C (-0.9238, 0.9638, -1.5524)
C (1.1251, 0.1698, 0.8034)
C (-0.0831, -0.3294, 0.3596)
C (1.7948, 2.4831, 0.7348)
N (1.6411, 1.3029, 0.4123)
N (-2.1899, -1.6357, -0.8599)
N (-0.6403, 0.3593, -0.6069)
N (-1.5836, -2.1370, 0.1609)
N (-2.1777, -3.3341, 0.6199)
N (2.5491, 3.3871, -0.4525)
H (-0.2863, -2.0733, 1.6759)
H (-1.5761, 1.6973, -2.1721)
H (1.6953, -0.3428, 1.5996)
H (-2.8792, -2.3733, -1.1157)
H (-1.7994, -4.0348, -0.0307)
H (-2.2122, -3.5768, 1.5873)
H (1.8370, 3.9056, -0.8548)
H (3.2474, 3.0008, -1.0997)
H (3.0578, 4.1413, -0.0220)

Cartesian forces (eV/Å) of the 3 atoms listed first:
C -1.086 -0.508 -0.759
C -1.543 1.287 -0.596
C 0.276 -0.144 1.552

Results
Charge   +1
ΔE to the lowest compared entry with this formula, charge and spin   141.0 kcal per mole
Calculated total energy   -523.93237 Ha

***

Record 6
Computed, not measured: the ion C5H9N6O with charge +1 at a distorted geometry, with the ωB97M-V functional and the def2-TZVPD basis.

Positions of all 21 atoms, in Å:
N (-0.3637, -1.5148, -1.3949)
C (-0.5694, -0.6661, -0.3157)
N (-0.6059, -1.3987, 1.0401)
C (0.5752, -1.2822, 1.6218)
N (1.4048, -0.4936, 1.1166)
C (0.8353, 0.1563, 0.0358)
N (1.6457, 0.4418, -0.9788)
N (0.3065, 1.5210, 0.6065)
C (-0.8825, 1.7226, 1.0721)
N (-1.9217, 1.0257, 0.6139)
C (-1.9095, -0.0651, -0.1806)
O (-2.9108, -0.5418, -0.6055)
H (-0.9725, -1.4530, -2.2177)
H (0.5840, -1.8071, -1.5172)
H (-0.9343, -2.2947, 0.8228)
H (0.9233, -1.9550, 2.3975)
H (2.5563, 0.7032, -0.6852)
H (1.3900, 0.4509, -1.9340)
H (1.1554, 2.0509, 1.0608)
H (-1.1564, 2.2478, 1.9845)
H (-2.8128, 1.3866, 0.8159)

Cartesian forces (eV/Å) of the 3 atoms listed first:
N -1.178 -0.058 -0.513
C 2.941 -0.588 1.226
N -1.511 0.666 -1.501

Results
SMILES   N[C@@]12NC=N[C@]1(N)[NH+]=CNC2=O
Charge   +1
ΔE to the lowest compared entry with this formula, charge and spin   5.9 kcal per mole
Calculated total energy   -599.44244 Ha

***

Record 7
Computed, not measured: the ion C5H9N6O3 with charge +1 at a distorted geometry, with the ωB97M-V functional and the def2-TZVPD basis.

Positions of all 23 atoms, in Å:
C (-3.7058, -1.2041, -0.1847)
N (-2.6230, -0.2525, -0.0160)
N (-2.9734, 1.0789, -0.2482)
C (-1.3848, -0.6877, 0.1004)
O (-0.9863, -1.8248, 0.1763)
O (-0.4584, 0.4288, 0.1697)
C (0.8259, 0.2626, 0.1681)
N (1.5306, 1.4173, 0.3742)
N (2.3263, 1.9814, -0.6961)
C (3.0729, 1.3010, 0.3078)
N (3.5758, 0.0178, 0.0652)
C (2.8377, -1.1157, -0.0805)
O (3.2578, -2.2021, -0.2989)
N (1.4221, -0.9067, 0.0876)
H (-3.2987, -2.2115, -0.1576)
H (-4.4341, -1.0862, 0.6199)
H (-4.1946, -1.0264, -1.1429)
H (-2.2554, 1.7228, 0.0690)
H (-3.8624, 1.2803, 0.2025)
H (2.3350, 2.9992, -0.6367)
H (3.5949, 1.8692, 1.0755)
H (4.5805, -0.0908, -0.0283)
H (0.8175, -1.7508, 0.0736)

Cartesian forces (eV/Å) of the 3 atoms listed first:
C -0.226 -0.311 -0.053
N 0.508 -0.170 0.234
N -0.107 0.794 -0.483

Results
SMILES   CN(N)C(=O)OC1=[N+]2N[C@@H]2NC(=O)N1
Charge   +1
ΔE to the lowest compared entry with this formula, charge and spin   0.0 kcal per mole
Calculated total energy   -749.88226 Ha

***

Record 8
Computed, not measured: a cluster of 2 separate species, C5H9NO in total at a distorted geometry, with the ωB97M-V functional and the def2-TZVPD basis.

Positions of all 16 atoms, in Å:
O (0.6878, 0.5075, 2.8557)
C (1.6554, -0.3288, 2.6550)
N (1.9534, -0.6148, 1.2167)
C (0.6974, -0.8374, 0.8911)
C (-0.2089, 0.2415, -2.5559)
C (-1.4523, 0.2115, -1.8876)
C (-2.0275, 1.1404, -1.0445)
H (1.5269, -1.3469, 3.1794)
H (2.6541, 0.0924, 3.0313)
H (0.4881, -1.8655, 0.5476)
H (0.0611, 0.1022, 0.6736)
H (0.6297, 0.9007, -2.2821)
H (-0.0660, -0.4327, -3.4459)
H (-2.0351, -0.7035, -2.1845)
H (-2.9708, 0.8194, -0.6249)
H (-1.5933, 2.1142, -1.0249)

Cartesian forces (eV/Å) of the 3 atoms listed first:
O -1.560 0.677 0.788
C 2.496 2.460 2.268
N -2.493 -3.334 -0.113

Results
Charge   -1
Multiplicity   2
ΔE to the lowest compared entry with this formula, charge and spin   117.4 kcal per mole
Calculated total energy   -325.67643 Ha

***

Record 9
Computed, not measured: the molecule C5H9NO, with the ωB97M-V functional and the def2-TZVPD basis.

Positions of all 16 atoms, in Å:
C (-2.6726, 0.8980, -0.8344)
C (-2.0474, 0.0402, 0.2310)
C (-1.2237, -0.9551, -0.0133)
N (-0.1410, -1.5077, -0.2233)
C (0.7844, -0.3297, -0.1489)
O (2.1271, -0.4527, -0.4409)
C (3.0160, -0.4586, 0.6597)
H (-3.7598, 0.7951, -0.8449)
H (-2.4623, 1.9584, -0.6465)
H (-2.2861, 0.6564, -1.8284)
H (-2.1834, 0.3275, 1.2708)
H (0.6212, 0.0501, 0.8633)
H (0.3660, 0.3363, -0.8951)
H (4.0016, -0.1417, 0.3077)
H (3.1096, -1.4656, 1.0786)
H (2.7504, 0.2493, 1.4647)

Cartesian forces (eV/Å) of the 3 atoms listed first:
C -0.197 0.062 -0.136
C 0.009 -0.131 0.041
C 0.140 0.100 0.012

Results
SMILES   CC=C=NCOC
Charge   0
ΔE to the lowest compared entry with this formula, charge and spin   83.3 kcal per mole
Calculated total energy   -325.80487 Ha

***

Record 10
Computed, not measured: the molecule C5H9NO, with the ωB97M-V functional and the def2-TZVPD basis.

Positions of all 16 atoms, in Å:
C (-0.7284, 1.3052, 0.5522)
C (0.2579, 0.2428, 0.0805)
C (0.3955, 0.1784, -1.4396)
C (-0.1398, -1.1316, 0.6616)
O (-1.4476, -1.4918, 0.2945)
C (2.6011, 0.1606, 1.0779)
N (1.5726, 0.4975, 0.6242)
H (-1.7404, 0.9931, 0.2856)
H (-0.6770, 1.3999, 1.6417)
H (-0.5239, 2.2832, 0.1056)
H (0.7487, 1.1332, -1.8421)
H (-0.5690, -0.0613, -1.8982)
H (1.1301, -0.5904, -1.7045)
H (0.6029, -1.8759, 0.3416)
H (-0.0935, -1.0645, 1.7529)
H (-1.3892, -1.9785, -0.5340)

Cartesian forces (eV/Å) of the 3 atoms listed first:
C -0.059 0.092 0.046
C -0.034 0.155 -0.035
C -0.003 -0.001 -0.068

Results
Charge   0
ΔE to the lowest compared entry with this formula, charge and spin   43.8 kcal per mole
Calculated total energy   -325.86772 Ha

***

Record 11
Computed, not measured: the molecule C5H9NO at a distorted geometry, with the ωB97M-V functional and the def2-TZVPD basis.

Positions of all 16 atoms, in Å:
N (0.9307, 3.1891, 1.2211)
C (0.9722, 1.8079, 0.9474)
C (0.1976, 1.2342, 0.0372)
C (0.2812, -0.2190, -0.3770)
C (-1.0554, -0.9834, -0.1406)
C (-0.8000, -2.4657, -0.3467)
O (-0.7246, -2.9332, -1.4489)
H (1.4975, 3.4545, 1.9807)
H (0.9662, 3.8216, 0.4447)
H (1.6833, 1.2696, 1.5639)
H (-0.5529, 1.7975, -0.5070)
H (0.3112, -0.1061, -1.4674)
H (1.1455, -0.7560, 0.0043)
H (-1.3963, -0.8320, 0.8856)
H (-1.7205, -0.6189, -0.9162)
H (-0.6452, -3.0259, 0.5870)

Cartesian forces (eV/Å) of the 3 atoms listed first:
N -0.549 -0.713 -0.233
C -0.241 0.919 -0.112
C 0.224 -1.041 0.324

Results
SMILES   N/C=C/CCC=O
Charge   0
ΔE to the lowest compared entry with this formula, charge and spin   43.9 kcal per mole
Calculated total energy   -325.86756 Ha

***

Record 12
Computed, not measured: a structure of composition C5H9NO at a distorted geometry, with the ωB97M-V functional and the def2-TZVPD basis.

Positions of all 16 atoms, in Å:
C (0.2277, 0.8140, -1.1429)
C (0.1023, 1.0094, 0.3589)
O (-1.1149, 1.4694, 0.8835)
C (0.3674, -0.4658, 0.7531)
C (-0.9072, -1.3074, 0.8090)
C (1.0833, -0.6675, -0.5260)
N (1.9142, -1.3190, -1.2084)
H (1.5460, -0.5196, -1.8099)
H (0.6441, 1.6863, -1.7103)
H (-0.7322, 0.5529, -1.6227)
H (0.9470, 1.6322, 0.6958)
H (-1.3726, 2.2583, 0.3944)
H (0.9799, -0.6112, 1.6430)
H (-0.6673, -2.3735, 0.8725)
H (-1.5323, -1.1456, -0.0760)
H (-1.4854, -1.0131, 1.6860)

Cartesian forces (eV/Å) of the 3 atoms listed first:
C 0.110 -0.693 0.636
C 0.041 -0.001 0.532
O -0.279 0.334 0.016

Results
Charge   0
ΔE to the lowest compared entry with this formula, charge and spin   96.0 kcal per mole
Calculated total energy   -325.78462 Ha

***

Record 13
Computed, not measured: a structure of composition C5H9NO, with the ωB97M-V functional and the def2-TZVPD basis.

Positions of all 16 atoms, in Å:
C (-0.6776, -1.6854, -0.6741)
C (-0.4251, -0.1854, -0.6918)
N (-1.0922, 0.7465, 0.3368)
C (-0.0723, 0.2337, 1.3348)
C (0.7644, 0.4500, 0.0489)
O (2.1239, 0.3681, -0.1991)
C (-0.0268, 1.7501, -0.0425)
H (-1.7129, -1.9221, -0.9416)
H (-0.0286, -2.1541, -1.4251)
H (-0.4596, -2.1635, 0.2856)
H (-0.5870, 0.1934, -1.7072)
H (-0.3982, -0.7400, 1.6984)
H (0.1998, 0.8981, 2.1627)
H (2.4464, -0.4953, 0.0834)
H (-0.1758, 2.2176, -1.0196)
H (0.1217, 2.4883, 0.7504)

Cartesian forces (eV/Å) of the 3 atoms listed first:
C 0.007 0.046 0.075
C -0.069 -0.207 -0.331
N -0.233 -0.066 0.061

Results
Charge   0
ΔE to the lowest compared entry with this formula, charge and spin   81.3 kcal per mole
Calculated total energy   -325.80806 Ha

***

Record 14
Computed, not measured: the molecule C5H9NO at a distorted geometry, with the ωB97M-V functional and the def2-TZVPD basis.

Positions of all 16 atoms, in Å:
C (1.9840, 1.1728, -0.2645)
C (1.0355, 0.6071, 0.4693)
C (0.3194, -0.6197, 0.0552)
N (1.0579, -1.4812, -0.7881)
O (-0.5378, -1.2103, 1.0104)
C (-1.2073, -0.5463, -0.0347)
C (-2.0450, 0.6522, 0.3176)
H (2.2949, 0.7442, -1.1993)
H (2.4736, 2.0781, 0.0504)
H (0.6963, 1.0374, 1.3959)
H (0.4906, -2.2411, -1.1471)
H (1.8658, -1.8650, -0.3186)
H (-1.6440, -1.2088, -0.7767)
H (-3.0917, 0.3669, 0.4477)
H (-1.7012, 1.1047, 1.2502)
H (-1.9910, 1.4090, -0.4675)

Cartesian forces (eV/Å) of the 3 atoms listed first:
C -0.068 -0.008 0.276
C 0.142 -0.077 -0.144
C -1.375 0.521 -0.553

Results
SMILES   C=C[C@@]1(N)O[C@H]1C
Charge   0
ΔE to the lowest compared entry with this formula, charge and spin   51.6 kcal per mole
Calculated total energy   -325.85530 Ha